{
  "formula": "C4H2N2S",
  "method": "ωB97M-V/def2-TZVPD",
  "gap_ha": 0.2616,
  "fmax_ev_per_a": 6.77,
  "spin_multiplicity": 1,
  "e_tot_ev": -17990.4952,
  "e_homo_ev": -9.05,
  "elements": ["C", "H", "H", "C", "N", "S", "C", "N", "C"],
  "xyz": [[-0.584504, -1.064735, 0.035538], [-2.256117, -0.072962, -0.799721], [-2.147977, 0.000005, 1.077938], [-1.632787, -0.337817, 0.081644], [0.704296, 2.330579, -0.393426], [2.038135, -1.058742, -0.197451], [2.183158, 0.491009, 0.262613], [0.409858, -1.701432, -0.156647], [1.285935, 1.414094, 0.089512]],
  "forces_ev_per_angstrom": [[-0.4, 0.9, -0.5], [1.0, -0.3, 0.5], [1.4, -0.8, -1.9], [-3.8, 1.8, 1.9], [0.9, -1.7, 1.3], [0.0, 0.9, 1.4], [2.8, -4.5, -0.7], [2.1, -1.5, -0.4], [-3.9, 5.3, -1.5]],
  "nbo_charge": [0.4064, 0.2660, 0.2608, -0.5938, -0.2185, 0.7454, -0.3438, -0.6215, 0.0989]
}

***

{
  "formula": "C10H21ClI2N3OP2Pr",
  "method": "ωB97M-V/def2-TZVPD",
  "gap_ha": [0.1955, 0.2266],
  "charge": 2,
  "fmax_ev_per_a": 3.06,
  "spin_multiplicity": 3,
  "e_tot_ev": -78582.1853,
  "s2": 2.006,
  "e_homo_ev": [-14.29, -14.30],
  "elements": ["O", "H", "C", "P", "H", "H", "C", "I", "C", "H", "H", "C", "H", "H", "C", "C", "H", "N", "I", "Cl", "H", "H", "H", "H", "H", "N", "P", "Pr", "N", "H", "H", "C", "H", "H", "H", "C", "H", "C", "H", "C", "H"],
  "xyz": [[-5.905583, 0.806613, -0.367677], [1.118523, 1.618387, 0.843699], [-0.887905, -0.238451, 4.276100], [0.787157, -0.331424, -3.491830], [2.634194, -1.809775, -4.118701], [1.511290, 0.388477, 4.840604], [1.188955, 0.719115, 1.472003], [-2.507073, -1.640771, -0.888944], [-5.040368, 0.336073, 0.219367], [1.429780, 0.884392, -5.429102], [-0.721409, -2.340587, 2.550905], [0.119134, -1.617451, 2.504187], [-0.681771, -0.517875, -5.402387], [2.355270, -0.486844, 3.502433], [-1.697002, 0.292191, 2.046961], [1.477837, 1.139650, -4.361705], [-0.391188, 2.487975, 2.364383], [1.158756, 1.171648, 2.905664], [-2.661320, 0.938353, -1.528932], [4.360419, -0.177127, -2.166408], [1.024662, -2.565367, -4.363854], [0.819191, 2.000576, -4.176578], [-0.053912, 2.378661, 4.155681], [-0.618251, 0.211161, 5.258309], [2.511197, 1.356805, -4.052070], [-1.268905, 0.840005, 3.354423], [-0.240447, -0.412801, 1.095116], [2.098017, 0.303308, -1.102549], [0.322115, -0.981958, 3.808734], [-1.442452, 0.431910, -4.086045], [1.602229, -1.324085, -5.526231], [1.609894, -1.640127, -4.473551], [1.059756, -2.140567, 2.227107], [2.175815, 0.188479, 1.335462], [-1.362335, -1.318296, -3.948026], [-0.823701, -0.439139, -4.315795], [-2.174870, 1.087194, 1.461130], [1.428689, 0.006369, 3.807756], [-2.446657, -0.485053, 2.207527], [-0.145038, 1.820202, 3.205333], [-1.722688, -0.939849, 4.357515]],
  "forces_ev_per_angstrom": [[2.0, -1.2, 1.5], [0.2, 0.5, -0.1], [0.7, 0.0, -0.1], [-0.1, -0.4, -2.2], [-0.2, -0.1, -0.3], [0.2, -0.1, -0.6], [-0.5, 0.3, 2.6], [-0.5, -0.1, -0.5], [-2.6, 1.1, -1.0], [0.2, 0.3, 0.3], [0.6, 0.3, 0.0], [0.9, -0.3, 0.0], [0.1, 0.0, 0.3], [0.0, 0.2, 0.1], [0.3, 1.8, 0.4], [-0.3, 0.2, 0.5], [0.1, 0.0, 0.5], [0.4, -0.3, -0.8], [0.6, -0.1, -0.1], [-1.2, 0.2, 0.6], [0.3, 0.2, -0.1], [0.3, -0.1, -0.1], [0.0, -0.2, -0.6], [-0.5, -0.4, -0.6], [-0.2, 0.1, -0.3], [0.6, 0.0, -0.8], [0.6, -1.1, -0.1], [0.5, -0.2, -0.1], [-0.2, 1.0, -0.2], [0.2, -0.1, -0.2], [0.1, -0.2, 0.3], [0.3, -0.5, 0.6], [-0.6, -0.1, 0.3], [-0.4, 0.3, 0.2], [0.1, 0.1, -0.2], [-0.8, 0.2, 0.4], [0.1, -0.1, 0.2], [-1.0, 0.0, -0.2], [0.2, -0.2, -0.2], [-0.4, -0.9, 0.2], [0.1, 0.1, 0.2]],
  "nbo_charge": [-0.4711, 0.1887, -0.0791, 0.6856, 0.2594, 0.2385, -0.5715, 0.0972, 0.4511, 0.2823, 0.2535, -0.4895, 0.2676, 0.2040, -0.4895, -0.9255, 0.1971, -0.4382, 0.0597, -0.4621, 0.2628, 0.2548, 0.2437, 0.2263, 0.2495, -0.4325, 0.6410, 1.7772, -0.4290, 0.2599, 0.2603, -0.8964, 0.2219, 0.1833, 0.2655, -0.9118, 0.2395, -0.0791, 0.2629, -0.0763, 0.2184]
}

***

{
  "formula": "C15H20BHgN10S",
  "method": "ωB97M-V/def2-TZVPD",
  "gap_ha": 0.3400,
  "charge": 1,
  "fmax_ev_per_a": 0.42,
  "spin_multiplicity": 1,
  "e_tot_ev": -46464.4803,
  "e_homo_ev": -11.67,
  "elements": ["N", "N", "N", "H", "H", "H", "H", "H", "H", "H", "H", "H", "C", "H", "H", "C", "N", "H", "H", "H", "N", "H", "C", "C", "Hg", "N", "H", "C", "C", "N", "H", "C", "C", "C", "N", "C", "N", "S", "H", "C", "B", "C", "C", "N", "H", "C", "C", "H"],
  "xyz": [[2.136372, -1.592344, -4.130724], [-1.003660, 0.730561, 1.266391], [2.072579, 0.902585, 0.583377], [0.801538, 0.594913, 7.530317], [-2.893170, 1.194903, 0.503241], [2.567595, -0.860379, -1.060125], [3.100197, -1.803293, -4.329131], [4.621601, -0.893639, -3.038101], [3.225750, 1.636243, -0.997231], [4.268076, -2.576357, -2.557057], [-3.453554, 1.871666, 3.101103], [0.837606, -0.680186, -5.528024], [3.679891, 2.383660, 1.064528], [0.710147, -1.051430, 5.386100], [0.334834, -2.288498, -4.971084], [1.975323, -3.249310, 2.651089], [1.243660, 0.721124, 4.307856], [2.432653, -4.173727, 2.958381], [1.701304, -2.126221, -6.082973], [4.761696, -1.384818, -1.352837], [2.805524, -1.162964, -1.992077], [2.482254, -1.770494, 4.233577], [3.042494, 1.651382, 0.066552], [4.187545, -1.528661, -2.262901], [0.232007, -0.266341, -0.244083], [1.410667, 2.035568, 4.628216], [0.978146, -3.660545, 0.685463], [-2.534335, 1.487045, 2.695886], [1.187640, -1.670332, -5.242401], [-0.444599, 0.768453, 2.503686], [4.497245, 3.075584, 0.961046], [0.973503, 0.844327, 6.497301], [3.015579, 2.037255, 2.223008], [1.828669, -1.202113, -2.899654], [2.048596, 1.154009, 1.918623], [-2.258928, 1.150975, 1.374065], [1.286959, -1.142992, 2.601212], [0.186034, -0.780338, -2.576151], [3.147613, 2.378532, 3.234455], [-1.359855, 1.233117, 3.372865], [1.047530, 0.380689, 2.846892], [1.990005, -2.043250, 3.315793], [1.233120, -2.996674, 1.496884], [0.826647, -1.733370, 1.472142], [-1.120195, 1.368615, 4.414578], [1.262351, 2.105468, 5.936720], [0.952406, -0.003280, 5.424649], [1.370057, 3.056600, 6.435557]],
  "forces_ev_per_angstrom": [[-0.2, 0.0, -0.1], [0.4, -0.2, 0.1], [-0.1, 0.0, 0.2], [0.0, 0.0, 0.0], [0.0, 0.0, 0.0], [0.1, 0.0, 0.0], [0.0, 0.0, 0.0], [0.0, 0.0, 0.0], [0.0, 0.0, 0.0], [0.0, 0.0, 0.0], [0.0, 0.0, 0.0], [0.0, 0.0, 0.0], [0.0, 0.0, -0.1], [0.0, 0.0, 0.0], [0.0, 0.0, 0.0], [0.0, 0.0, -0.1], [0.1, 0.1, -0.1], [0.0, 0.0, 0.0], [0.0, 0.0, 0.0], [0.0, 0.0, 0.0], [-0.2, 0.0, -0.1], [0.0, 0.0, 0.0], [0.1, 0.1, -0.1], [0.0, 0.0, 0.0], [-0.4, 0.1, -0.1], [0.0, -0.2, 0.2], [0.0, 0.0, 0.0], [0.0, 0.0, 0.0], [0.1, 0.0, 0.1], [0.1, 0.0, -0.1], [0.0, 0.0, 0.0], [0.0, 0.1, 0.0], [0.0, 0.0, 0.0], [0.2, -0.1, 0.0], [-0.1, 0.0, 0.1], [0.0, 0.0, 0.0], [-0.1, 0.0, 0.0], [0.1, -0.1, 0.0], [0.0, 0.0, 0.0], [0.0, 0.0, 0.0], [0.0, 0.0, 0.0], [0.1, 0.1, 0.0], [0.0, -0.1, -0.1], [0.0, 0.1, 0.1], [0.0, 0.0, 0.0], [0.0, 0.1, 0.0], [-0.1, 0.0, -0.1], [0.0, 0.0, 0.0]],
  "nbo_charge": [-0.5598, -0.4612, -0.4692, 0.2424, 0.2252, 0.4246, 0.4159, 0.2111, 0.2123, 0.2147, 0.2496, 0.2234, -0.3370, 0.2269, 0.2279, -0.3410, -0.4075, 0.2478, 0.2309, 0.2473, -0.5740, 0.2406, -0.0301, -0.4408, 1.4340, -0.2922, 0.2207, -0.3383, -0.4221, -0.3389, 0.2450, -0.3407, 0.0271, 0.3600, -0.3410, 0.0014, -0.3444, -0.2675, 0.2648, 0.0321, 0.9380, 0.0013, -0.0208, -0.4289, 0.2457, -0.0347, -0.0414, 0.2204]
}